# C2HClN2S

A cluster of 2 separate species, C2HClN2S in total (ωB97M-V/def2-TZVPD, OMol25).

* total energy: -28422.4147 eV
* largest force on an atom: 6.3 eV Å⁻¹
* frontier orbital gap (alpha / beta): 7.50 / 6.22 eV
* relative energy (zero: lowest compared OMol25 entry of this formula, charge and spin): 95.3 kcal per mole
* highest occupied orbital energy (alpha / beta): -9.30 / -8.93 eV

Geometry as ORCA input:
```
! wB97M-V def2-TZVPD RIJCOSX def2/J DEFGRID3
* xyz 0 1
C 0.859 -0.582 1.056
C 0.522 -1.247 0.057
N 0.382 1.400 -0.544
N -0.665 1.710 -0.922
S 0.153 -2.155 -1.287
Cl -2.391 1.469 -0.423
H 1.141 -0.593 2.063
*
```

Atomic charges from the natural (NBO) analysis, expressed in e, are listed below: -0.16 -0.26 0.06 -0.07 0.17 0.02 0.24

=====

# CH6NO4

A cluster of 3 separate species, CH6NO4 in total (ωB97M-V/def2-TZVPD, OMol25).

* total energy: -10816.7337 eV
* largest force on an atom: 1.5 eV Å⁻¹
* frontier orbital gap: 8.05 eV
* relative energy (zero: lowest compared OMol25 entry of this formula, charge and spin): 16.8 kcal per mole
* highest occupied orbital energy: -4.53 eV

Geometry as ORCA input:
```
! wB97M-V def2-TZVPD RIJCOSX def2/J DEFGRID3
* xyz -1 1
N 2.026 -1.237 -0.817
C 1.094 -2.060 -0.115
O -0.066 -1.573 -0.017
O 1.497 -3.166 0.240
H 1.939 -0.252 -0.921
H 2.827 -1.784 -1.070
H -1.478 2.664 0.523
H -1.190 4.081 0.211
O -1.921 3.486 0.268
H -0.975 -0.641 0.640
H -2.184 0.315 0.175
O -1.569 0.167 0.884
*
```

Atomic charges from the natural (NBO) analysis, expressed in e, are listed below: -0.94 0.89 -0.84 -0.77 0.38 0.37 0.50 0.45 -0.95 0.52 0.45 -1.04

=====

Q: The lowest largest force on an atom belongs to which entry?
A: CH6NO4

=====

Q: What is the formula in the second record?
A: CH6NO4